9 unconnected molecules or ions with the total composition C33H67N3O23P2 in a non-equilibrium geometry, computed with ωB97M-V/def2-TZVPD.

Computed properties:
Frontier orbital gap: 8.694 eV
E_HOMO: -0.3071 Ha
Structure (SMILES): CCOP(=O)(OCC)OCC.CCOP(=O)(OCC)OCC.O=C1OCCO1.O=C1OCCO1.O=C1OCCO1.O=C1OCCO1.CNC(C)=O.CNC(C)=O.CNC(C)=O

```
128
Properties=species:S:1:pos:R:3:forces:R:3
P -2.1452 2.4193 -3.5568 2.3101 -0.8878 1.1501
P -0.1783 -2.6285 4.3365 1.0447 0.4823 2.1115
O -0.0556 -4.0889 -3.3811 2.0963 0.5149 0.7061
O -2.0877 4.3649 4.2877 0.1544 -0.0845 -0.0575
O 1.4870 -2.6025 4.3387 -2.8768 -0.7154 0.8442
O -0.8606 -1.6757 3.4417 0.5519 -0.8245 0.1063
O 1.6903 -4.4158 -2.0156 0.1935 0.8128 4.6725
O 1.9458 -4.8309 -4.0638 0.5118 0.0190 -1.8223
O -1.4389 -0.0960 -1.0388 0.8000 0.0908 1.4030
O 3.0297 -2.0564 -4.4099 0.8575 -1.3423 1.6433
O -3.3324 2.0518 -2.5402 2.4828 1.9003 -0.1824
O -0.5790 -2.3533 5.9293 0.7973 -0.4931 -1.3695
O 1.6538 -0.6315 -3.4531 0.1065 0.0935 0.9317
O -1.4358 1.2379 -4.1465 -0.9821 1.2787 0.3010
O -2.3645 -7.6862 -0.5270 0.4716 -0.8408 -0.0561
O -0.2005 7.2894 0.7832 1.1335 -0.6312 0.8019
O 0.2266 -0.5991 0.3839 0.5804 -0.2875 -0.1976
O -0.2243 -8.0298 -1.1589 -0.5843 0.4522 0.1826
O -0.4843 -4.2112 4.1521 -0.0497 1.3455 -0.2515
O -1.0764 3.3687 -2.7117 -2.7147 -0.9775 -1.6749
O 3.1101 -1.7472 -2.1447 -0.9986 0.2168 -2.6940
O 3.1326 3.2187 1.3665 0.1001 0.9367 0.2845
O -2.8503 3.4158 -4.5648 -0.5418 -0.3355 0.9308
O -1.1228 -5.9729 -1.1075 1.2488 0.4577 0.0826
O -0.9122 1.2928 0.7700 0.4079 -2.1456 -2.0248
N -2.2141 2.3769 5.2442 0.2681 -2.4187 1.5940
N 0.9565 5.4049 1.2394 0.9357 -0.5104 0.7659
N 4.5365 3.6387 -0.3853 2.1324 3.8067 0.0940
C 0.8640 6.6986 1.0501 -0.9142 2.8172 -2.2845
C 3.6424 2.9532 0.2966 -1.1630 -2.8395 -0.0197
C -1.8146 -4.6532 3.8545 -1.6756 -0.5891 0.4506
C 2.4783 -3.4601 2.1597 -1.0772 0.2869 0.6328
C 0.0177 -1.7889 -0.3796 0.6791 -0.4469 0.0891
C -2.4524 -4.2959 2.5436 -0.0340 0.5851 -1.5510
C 2.2105 7.3727 0.8930 -0.1249 0.1967 0.3797
C 1.2241 2.9539 -3.5756 0.0928 0.6371 0.1483
C -0.1252 -1.2557 6.7691 0.9843 0.1684 0.8387
C -4.2980 1.1574 -2.9308 -1.4312 -2.4529 -1.4550
C 3.3514 1.6309 -0.4194 -0.2821 0.7376 -0.2442
C -4.8270 0.4226 -1.7307 0.1756 0.7532 1.2407
C -1.6440 1.6323 4.1421 -1.6242 -0.1938 -1.1760
C -2.8413 3.2271 -6.9920 -0.0975 0.0130 1.8571
C -0.1765 4.6294 1.5334 -0.8918 -1.0287 0.3097
C 2.2112 -1.6126 -5.4363 -0.4000 0.0615 -1.7111
C 3.2017 -5.2338 -3.4932 -0.2119 0.2164 -1.2674
C -2.1781 3.8546 -5.7146 0.7896 0.8586 -1.9125
C -0.6977 0.2878 0.1019 -1.9794 2.1491 0.4781
C 5.1253 4.9257 0.1376 0.1087 -0.9329 0.1286
C -0.9979 -1.4079 -1.4779 0.7384 0.4580 1.3769
C -3.1040 4.3191 6.4234 0.0902 -0.4511 0.0346
C 1.1196 -4.3483 -3.1347 -3.2806 -1.2374 -3.4080
C -2.4259 3.6519 5.2291 -0.3801 3.9184 -0.9748
C 0.9663 -1.7483 7.8158 -1.4689 -0.3992 -1.3304
C -1.1536 -7.3014 -0.9567 1.0047 -0.7876 0.0199
C -3.2145 -6.5720 -0.5026 -1.6046 -0.6029 0.4854
C 2.9519 -5.0169 -2.0549 1.5163 -0.5405 1.6561
C 2.6300 -1.5051 -3.2541 1.6132 -0.7668 3.3445
C 2.1533 -2.2760 3.1469 1.4521 -0.1932 -1.7784
C 0.2435 2.9552 -2.3970 0.4285 -0.8322 -0.0103
C 1.6298 -0.3972 -4.8161 -1.2468 1.8634 -2.6226
C -2.4097 -5.4486 -1.0112 -0.5959 1.6913 -1.1179
H -3.9280 3.7357 6.8343 -0.0585 -0.0988 -0.0003
H 2.8867 6.5493 0.6628 0.5695 0.5416 0.2316
H -0.5087 -1.2954 -2.4454 -0.5097 -0.2729 -0.0066
H -4.0239 0.0886 -1.0737 0.3906 0.2361 -0.2063
H -2.6670 1.9466 6.0378 0.4065 -0.7228 -0.3542
H 0.6107 -0.2056 -5.1521 -0.0241 0.0773 0.2627
H -2.2853 4.9339 -5.8233 -0.5786 0.1492 0.3644
H 0.0644 4.2064 2.5087 -0.7750 -0.6027 -0.0922
H 0.2461 -0.4130 6.1860 0.4194 -0.3145 -0.4032
H -3.9542 0.3867 -3.6208 0.7315 0.1695 -0.2799
H 0.9773 -2.1401 -0.7588 -0.0338 0.2219 -0.1159
H 3.1479 -1.9178 3.4125 -0.1500 0.2759 0.4420
H -0.8392 2.1264 3.5976 0.4813 -0.1825 0.8598
H -0.2314 3.8839 0.7401 -0.6316 -0.4105 0.4159
H 3.1827 -4.1787 2.5785 0.1430 0.2539 0.1692
H -1.5660 0.5682 4.3648 0.7384 0.2778 0.2628
H 2.8653 -3.0767 1.2156 0.1340 0.2167 0.1221
H 6.2123 4.8445 0.1419 0.0287 -0.1092 -0.1037
H 1.3872 -0.9556 8.4343 0.2095 0.1668 -0.5547
H -2.4912 -3.2276 2.3307 0.3702 0.0714 0.1295
H -2.3745 3.4037 -7.9610 0.0875 0.2124 0.3096
H 1.7787 4.9664 1.6289 0.4988 0.4656 -0.4503
H 3.0069 -5.9242 -1.4532 -0.6704 -0.0841 -0.0034
H -3.8327 3.6734 -6.9139 -0.1401 0.0133 -0.6798
H -1.8739 -5.7391 3.9285 0.8143 -0.0527 0.1532
H -2.7132 -5.0954 -1.9967 0.0152 -0.1183 -0.1535
H -2.3606 4.4330 7.2123 -0.0118 0.1549 0.0698
H 0.5494 -2.4624 8.5259 -0.3414 -0.0443 -0.1399
H 2.8823 -1.4446 -6.2786 -0.3440 0.2792 -0.1371
H 3.3595 1.8840 -1.4796 0.0891 -0.4698 -0.1927
H 0.2869 1.9355 -2.0144 -0.5181 -0.0746 0.2488
H -3.0158 2.1643 -6.8243 0.3719 -0.1172 -0.1524
H 4.8758 5.8340 -0.4107 -0.3480 -0.3383 -0.3123
H 1.5969 -4.0500 1.9081 -0.2608 0.0987 0.0091
H -3.4770 5.2957 6.1149 0.1671 -0.1711 0.0093
H -4.0569 -6.8097 -1.1521 -0.2599 0.1606 0.3792
H -0.9631 -0.7879 7.2860 -0.4498 -0.6627 -0.0168
H -0.3139 -2.5283 0.3495 -0.4091 -0.1487 -0.2123
H -2.4063 1.6374 3.3630 -0.1988 -0.0654 -0.3231
H 4.8344 5.0794 1.1768 -0.2296 -0.2595 -0.1318
H -1.8011 -2.1394 -1.3883 -0.2226 0.3547 -0.7651
H -1.0828 5.2307 1.6048 0.1715 -0.1226 -0.1088
H 4.1592 0.9350 -0.1931 -0.2530 -0.2057 -0.0264
H -2.5409 -4.3342 4.6019 0.4288 0.4047 0.5070
H 2.2403 0.4502 -5.1279 0.0467 0.4114 0.6187
H 4.0010 -4.5510 -3.7810 -0.1154 -0.2042 -0.6786
H -1.0994 3.8227 -5.5613 0.1804 -0.9659 -0.3358
H 4.9938 3.2816 -1.2120 -0.4826 -0.2000 0.2521
H -2.0360 -4.8062 1.6751 0.6443 0.0776 0.0969
H -5.0781 1.6728 -3.4909 -0.2649 0.1925 0.2244
H 1.6327 -1.4408 2.6785 -0.0546 -0.1949 -0.3744
H 0.8906 2.3842 -4.4430 -0.5306 0.1050 0.1713
H 2.1485 2.4528 -3.2884 0.1031 0.1323 0.3120
H 0.4469 3.6362 -1.5706 0.8044 -0.0466 -0.1925
H -5.4038 -0.4905 -1.8775 -0.4539 0.4897 -0.5440
H 2.4339 7.9304 1.8024 0.3827 -0.3996 0.2630
H 1.6591 -2.3187 7.1972 0.5842 0.3467 0.3504
H 2.2463 8.1518 0.1315 -0.3827 -0.3783 -0.2921
H 3.3717 -6.2606 -3.8172 0.1907 0.1446 0.1594
H -3.4982 -4.5937 2.4682 -0.1587 -0.2600 0.7662
H 1.4729 3.9682 -3.8877 0.0107 0.0334 -0.1096
H 1.4004 -2.2652 -5.7601 0.3397 -0.8138 0.4367
H 3.7194 -4.3672 -1.6345 -0.3877 0.3886 0.0789
H -2.5360 -4.5919 -0.3493 0.7852 0.0657 0.0816
H -5.3330 1.2162 -1.1809 -0.5973 -0.5592 0.4929
H -3.5001 -6.3516 0.5260 -0.3889 -0.4346 -0.0091
H 2.3567 1.2484 -0.1905 0.2701 -0.1137 0.3256
```
Forces are in eV/Å.